(1)
{"formula": "C19H40Hg2NO9S3", "method": "ωB97M-V/def2-TZVPD", "max_force_ev_per_a": 7.65, "homo_lumo_gap_ev": 1.13, "charge": 3, "e_homo_ha": -0.5603, "total_energy_ev": -81083.050, "molar_mass_g_mol": 923.908, "symbols": ["Hg", "Hg", "O", "C", "O", "O", "H", "C", "C", "N", "C", "C", "C", "C", "H", "H", "H", "H", "H", "H", "H", "H", "H", "H", "H", "H", "H", "H", "H", "C", "C", "C", "S", "O", "O", "C", "H", "H", "H", "H", "H", "H", "H", "H", "C", "C", "C", "S", "O", "O", "C", "H", "H", "H", "H", "H", "H", "H", "H", "C", "C", "C", "S", "O", "O", "C", "H", "H", "H", "H", "H", "H", "H", "H"], "xyz": [[-2.09736, 0.66067, 6.36923], [-6.10414, 0.35674, 3.64250], [-1.26264, 0.00208, 0.96069], [-1.65907, 0.13286, 2.24005], [-2.85210, -0.22476, 2.41737], [-0.89546, 0.43245, 3.16902], [-2.13928, -0.14247, 0.59708], [4.96609, 0.22968, 2.86271], [5.82674, 0.37368, 1.55588], [7.28816, 0.49354, 1.96982], [8.05940, 1.48414, 1.15671], [9.02757, 2.22041, 2.19458], [7.74382, -0.89769, 1.75176], [9.23419, -1.19031, 1.93063], [4.94654, 1.26580, 3.20061], [5.43583, -0.54399, 3.47006], [3.91146, 0.00007, 2.71055], [5.54544, -0.35993, 0.80039], [5.44514, 1.29305, 1.11176], [8.74212, 0.94841, 0.49718], [7.50851, 2.15857, 0.50114], [9.82926, 1.59495, 2.58724], [9.55718, 3.11619, 1.87021], [8.37984, 2.70239, 2.92688], [7.56591, -1.43786, 0.82187], [7.17596, -1.51024, 2.45206], [9.78619, -0.92938, 2.83359], [9.75854, -0.65378, 1.13989], [9.39092, -2.25601, 1.76384], [0.88744, 4.58128, -1.99534], [0.16403, 5.89674, -2.01579], [0.23814, 6.56823, -0.58916], [-0.00411, 5.12968, 0.58529], [-1.38703, 5.13886, 0.91232], [1.00843, 5.14865, 1.69433], [0.41914, 3.85565, -0.69949], [1.93974, 4.83338, -2.12644], [0.84963, 3.94530, -2.87977], [-0.86829, 5.60127, -2.20313], [0.54634, 6.50177, -2.83790], [-0.57168, 7.26622, -0.37682], [1.26242, 6.88513, -0.39290], [-0.49886, 3.29910, -0.88829], [1.25030, 3.27382, -0.30106], [-4.04594, -5.96859, 0.68722], [-4.30558, -6.21634, 2.18675], [-5.79968, -5.83360, 2.43338], [-6.15016, -4.29760, 1.38402], [-6.15790, -3.08258, 2.16639], [-7.23907, -4.58705, 0.40937], [-4.52391, -4.50193, 0.44904], [-4.47469, -6.74666, 0.05563], [-2.98345, -6.18012, 0.56696], [-3.73478, -5.47235, 2.74240], [-4.12897, -7.25939, 2.44931], [-6.02052, -5.66183, 3.48687], [-6.57919, -6.56895, 2.23408], [-3.86501, -3.87190, 1.04655], [-4.45096, -4.09812, -0.56077], [-6.24381, -0.29247, -5.52979], [-5.34041, -1.59581, -5.31269], [-3.99141, -1.11393, -4.67819], [-4.54533, 0.17701, -3.42811], [-3.75917, 1.39602, -3.54568], [-4.70643, -0.45119, -2.14717], [-6.24596, 0.45691, -4.18814], [-7.26443, -0.46540, -5.87116], [-5.76250, 0.38751, -6.23269], [-5.08174, -2.06909, -6.25990], [-5.86288, -2.31094, -4.67730], [-3.38947, -0.57470, -5.40962], [-3.29240, -1.88911, -4.36422], [-6.50692, 1.49943, -4.00607], [-6.89772, -0.05153, -3.47765]], "forces_ev_per_angstrom": [[-0.03, -0.03, -0.59], [0.47, -0.14, 0.06], [0.58, 0.79, 1.28], [-0.08, -1.36, -0.44], [-0.45, 0.48, 0.69], [-0.19, 0.44, 0.29], [-0.42, -0.26, -1.32], [0.27, 0.38, -0.85], [-1.37, 1.89, 1.59], [-1.88, -2.16, -7.09], [1.59, 0.65, 2.18], [-0.36, 1.05, -0.25], [2.24, -0.46, 3.64], [0.29, 0.31, -0.58], [0.31, -0.43, 1.10], [-0.24, 0.47, 0.51], [0.20, -0.36, -0.52], [0.98, -0.78, 0.28], [0.70, 0.38, 0.07], [0.10, -0.59, 0.07], [-0.65, 0.01, 0.82], [-0.60, -0.30, 0.25], [-0.08, -0.22, -1.19], [0.04, -0.70, 0.56], [-0.85, 0.97, -0.96], [-0.22, -0.10, 0.26], [-0.66, 0.15, 0.39], [0.32, -0.19, -0.20], [-0.04, 0.04, -0.05], [1.03, 0.29, 0.74], [-1.32, -0.25, 0.42], [0.62, -1.12, -1.24], [2.88, 1.12, 0.96], [-1.14, -0.62, 0.16], [-1.86, -0.30, -2.69], [1.24, -0.10, -0.65], [0.55, -0.25, 1.31], [-1.20, -0.12, -0.03], [-0.35, 0.74, -0.17], [-0.21, 0.46, 0.32], [0.37, 0.07, 0.08], [-0.22, 0.47, 0.19], [0.08, -0.08, 0.28], [-0.48, -0.31, 0.26], [-0.17, -0.01, 0.63], [-1.94, 0.69, -1.00], [-0.21, 0.00, 0.71], [-0.62, -2.08, -2.33], [0.13, -0.19, -0.06], [1.87, 0.63, 2.05], [1.05, -0.51, 0.67], [-0.68, 0.33, 0.00], [0.30, 0.91, -0.41], [0.38, -0.51, 0.26], [0.12, 0.23, 0.32], [0.29, 0.82, 0.03], [0.29, -0.11, -1.00], [0.05, 0.17, 0.17], [-0.84, -0.25, 0.00], [1.53, 0.26, 0.53], [-0.09, 1.51, 0.11], [-0.78, 0.35, -0.87], [0.14, 0.35, -1.24], [-0.37, -0.88, 0.00], [0.03, -0.25, 0.53], [-0.13, -1.06, 1.24], [0.08, -0.28, 0.12], [0.02, -0.31, -0.40], [-0.20, -0.04, -0.03], [0.10, 0.01, 0.01], [-0.33, 0.50, -0.08], [-0.53, -0.01, 0.92], [0.42, 0.20, -0.96], [0.13, -0.38, 0.13]]}

---

(2)
{"formula": "C19H40HoNP3S", "method": "ωB97M-V/def2-TZVPD", "max_force_ev_per_a": 3.65, "homo_lumo_gap_ev": [5.24, 5.39], "charge": 3, "e_homo_ha": [-0.5565, -0.5573], "total_energy_ev": -86314.813, "molar_mass_g_mol": 572.455, "multiplicity": 5, "de_lowest_kj_mol": 151.9, "symbols": ["Ho", "P", "P", "P", "H", "C", "C", "H", "C", "C", "C", "C", "C", "C", "C", "C", "C", "H", "H", "H", "H", "H", "H", "H", "H", "H", "H", "H", "H", "H", "H", "H", "H", "H", "H", "H", "H", "H", "H", "H", "H", "H", "H", "H", "H", "H", "C", "C", "C", "C", "C", "C", "S", "H", "H", "H", "H", "H", "H", "C", "C", "N", "H", "H", "H"], "xyz": [[0.02073, -0.16018, -0.12244], [-0.81540, -3.15805, -1.60637], [-0.22033, -1.64001, 2.36204], [-0.99340, 1.18051, -2.33064], [2.37766, 1.44050, 4.24600], [2.17310, 2.36097, 3.68899], [0.96537, 2.94139, 3.68559], [0.13581, 2.56365, 4.29038], [0.58024, -4.16993, -2.06668], [-1.81921, -3.92810, -0.36984], [-1.75900, -2.55019, -2.97733], [0.12667, -0.61545, 3.84461], [-1.82272, -2.37480, 2.89188], [0.88551, -3.06909, 2.70262], [-0.81332, 2.98179, -2.02379], [-2.74536, 1.11527, -2.84718], [-0.09398, 1.01433, -3.91780], [2.98431, 2.75006, 3.06628], [0.78371, 3.85190, 3.10518], [0.23288, -5.08351, -2.59101], [1.12768, -4.48382, -1.16538], [1.25285, -3.58853, -2.71271], [-2.16294, -4.86597, -0.80114], [-2.67686, -3.30582, -0.11998], [-1.28678, -4.14865, 0.55524], [-1.96731, -3.42647, -3.59873], [-1.22368, -1.79900, -3.56962], [-2.68695, -2.09429, -2.62308], [0.76459, -1.18260, 4.53725], [-0.81973, -0.36852, 4.34306], [0.63540, 0.31987, 3.58174], [-1.66371, -3.03383, 3.75715], [-2.27386, -2.95838, 2.08217], [-2.52418, -1.58078, 3.17426], [0.65043, -3.51915, 3.67929], [1.92335, -2.71250, 2.70518], [0.77982, -3.82696, 1.91509], [-0.74134, 3.47378, -3.00324], [0.07702, 3.18757, -1.41299], [-1.70430, 3.33227, -1.48669], [-2.82669, 1.51635, -3.86715], [-3.33535, 1.72855, -2.15329], [-3.12700, 0.08722, -2.81789], [-0.40823, 1.84552, -4.56658], [-0.31964, 0.04721, -4.38826], [0.98507, 1.07220, -3.70982], [2.82308, 2.28445, -0.13062], [3.40938, 1.51404, -1.16672], [4.57123, 1.98878, -1.80627], [5.15086, 3.19922, -1.40122], [4.59907, 3.93677, -0.34125], [3.43833, 3.48301, 0.28377], [1.34091, 1.89669, 0.65086], [-0.25987, -1.97425, -0.98579], [2.94055, 0.57632, -1.47335], [5.03817, 1.40368, -2.59871], [6.04246, 3.58543, -1.89965], [5.03619, 4.86783, 0.00281], [3.02583, 4.08904, 1.07667], [-4.40933, 0.74312, 1.58493], [-3.10344, 0.48353, 1.04054], [-2.02502, 0.33017, 0.61333], [-4.97117, -0.21333, 1.65982], [-4.96032, 1.44887, 0.93057], [-4.31785, 1.19027, 2.59588]], "forces_ev_per_angstrom": [[2.19, 2.51, 1.49], [0.63, 0.21, 0.20], [0.06, -0.85, 1.47], [-0.19, 1.00, -1.01], [0.02, 0.47, -0.04], [-0.70, 0.15, -0.12], [0.73, -0.08, 0.25], [0.27, 0.15, -0.14], [0.24, -0.14, -0.03], [-0.23, 0.01, 0.21], [-0.14, 0.09, -0.22], [0.11, 0.50, -0.06], [-0.28, 0.03, -0.45], [0.22, 0.05, -0.50], [0.18, -0.03, 0.26], [-0.08, -0.31, 0.16], [0.15, -0.28, 0.29], [-0.20, -0.13, 0.38], [0.01, -0.35, 0.25], [0.09, 0.50, 0.16], [-0.16, 0.10, -0.20], [-0.15, -0.27, 0.03], [-0.19, -0.21, -0.03], [-0.12, 0.00, -0.15], [0.26, -0.04, -0.18], [-0.21, 0.13, -0.13], [0.10, -0.32, 0.12], [0.00, -0.23, -0.03], [-0.24, 0.14, -0.19], [0.27, -0.05, -0.10], [-0.10, -0.23, 0.07], [-0.02, 0.27, -0.22], [-0.03, 0.05, 0.33], [0.12, -0.18, -0.04], [0.05, 0.22, -0.35], [-0.16, -0.19, 0.02], [0.12, 0.01, 0.24], [-0.10, 0.02, 0.32], [-0.32, 0.02, -0.36], [0.28, 0.03, -0.11], [-0.12, -0.08, 0.32], [0.07, -0.17, -0.27], [-0.06, 0.31, -0.17], [0.20, -0.38, 0.07], [0.12, 0.34, -0.07], [-0.26, 0.08, -0.27], [1.60, 0.46, -1.01], [0.31, 1.09, 0.31], [-0.39, -0.07, 0.48], [-0.09, 0.18, 0.29], [-0.27, -0.68, -0.40], [0.33, -0.30, -0.54], [-1.88, -1.86, -0.12], [-0.37, -1.76, -0.76], [0.15, 0.06, -0.02], [-0.17, 0.18, 0.17], [-0.28, -0.27, 0.11], [0.09, -0.13, -0.17], [-0.24, -0.10, 0.08], [-0.79, -0.07, 0.27], [2.20, 0.11, -0.74], [-3.20, 0.31, 1.09], [0.26, 0.59, -0.04], [0.29, -0.38, 0.30], [0.03, -0.23, -0.51]]}

---

(3)
{"formula": "C19H40HoNP3Se", "method": "ωB97M-V/def2-TZVPD", "max_force_ev_per_a": 4.42, "homo_lumo_gap_ev": [5.15, 4.34], "charge": 3, "e_homo_ha": [-0.6232, -0.6247], "total_energy_ev": -140820.854, "molar_mass_g_mol": 619.348, "multiplicity": 5, "de_lowest_kj_mol": 609.0, "symbols": ["Ho", "P", "P", "P", "H", "C", "C", "H", "C", "C", "C", "C", "C", "C", "C", "C", "C", "H", "H", "H", "H", "H", "H", "H", "H", "H", "H", "H", "H", "H", "H", "H", "H", "H", "H", "H", "H", "H", "H", "H", "H", "H", "H", "H", "H", "H", "C", "C", "C", "C", "C", "C", "Se", "H", "H", "H", "H", "H", "H", "C", "C", "N", "H", "H", "H"], "xyz": [[-1.26059, 0.50423, -1.15316], [-1.80796, -1.92486, 0.27022], [1.23999, -0.04312, 1.26444], [1.12383, -1.10264, -2.07249], [-4.05718, 3.13289, -4.99281], [-3.93564, 2.00081, -5.21702], [-3.29528, 1.20019, -4.29216], [-2.54036, 1.72780, -3.63415], [-3.26087, -1.64526, 1.35604], [-0.91204, -3.17516, 1.28532], [-2.52685, -3.03094, -1.02088], [2.62384, 1.16311, 1.50819], [0.59433, 0.09923, 2.98347], [2.30161, -1.53426, 1.55793], [0.78674, -1.09193, -3.89760], [1.45753, -2.89024, -1.75685], [2.83793, -0.36184, -2.03370], [-4.33817, 1.73945, -6.22346], [-3.37653, 0.04414, -4.10565], [-3.96074, -0.96880, 0.85130], [-2.95092, -1.12782, 2.27308], [-3.80051, -2.56643, 1.63114], [-0.47100, -2.73319, 2.18459], [-0.07273, -3.61918, 0.73984], [-1.53760, -4.01422, 1.63142], [-3.03421, -2.41037, -1.77037], [-3.25884, -3.74448, -0.61444], [-1.74297, -3.58400, -1.55520], [3.21850, 0.80202, 2.36506], [2.21545, 2.15949, 1.73154], [3.25296, 1.20476, 0.60631], [1.47004, 0.06895, 3.64854], [-0.08139, -0.73451, 3.21857], [0.07067, 1.05830, 3.09979], [2.81837, -1.35928, 2.51530], [3.05219, -1.64292, 0.76267], [1.68954, -2.44336, 1.62913], [1.65674, -1.43098, -4.49431], [0.51445, -0.06041, -4.18836], [-0.07855, -1.74574, -4.10964], [2.05275, -3.40494, -2.53562], [0.49059, -3.41064, -1.68574], [1.97031, -3.03071, -0.79247], [3.42135, -0.60180, -2.93156], [3.41194, -0.68127, -1.15975], [2.73290, 0.72634, -1.97309], [0.79245, 3.39015, -2.81638], [-0.50826, 3.65315, -3.36503], [-0.67752, 3.52104, -4.73431], [0.47827, 3.34983, -5.55740], [1.75458, 3.37956, -5.00469], [1.93875, 3.32609, -3.62039], [0.77909, 2.69544, -1.10573], [-0.21472, 1.65363, -2.50869], [-1.39113, 3.86497, -2.74660], [-1.71938, 3.55953, -5.14915], [0.39997, 3.22066, -6.66054], [2.56854, 3.45202, -5.71675], [2.93198, 3.16085, -3.19662], [-2.69996, 2.55596, 3.03988], [-2.21207, 1.97368, 1.79716], [-1.87006, 1.49698, 0.77837], [-3.28073, 3.48702, 2.87851], [-1.88892, 2.81041, 3.75086], [-3.35977, 1.85994, 3.59453]], "forces_ev_per_angstrom": [[0.16, -1.57, -0.12], [-0.73, -1.80, 0.85], [0.86, 0.27, 0.83], [1.09, -0.33, -1.08], [0.86, -1.90, -0.53], [0.73, 0.42, 1.16], [-0.39, -0.15, -0.61], [-1.24, -0.38, 0.01], [-0.26, 0.44, 0.04], [0.68, -0.09, 0.23], [-0.03, 0.24, -0.34], [-0.21, 0.07, -0.38], [-0.30, -0.03, -0.19], [-0.30, -0.17, -0.29], [-0.03, -0.06, 0.04], [-0.28, -0.30, 0.26], [-0.40, 0.21, 0.01], [-0.25, -0.44, 1.39], [0.30, 2.28, -1.24], [-0.07, -0.16, 0.06], [0.04, -0.20, -0.13], [0.35, 0.27, -0.20], [-0.20, 0.10, -0.11], [-0.18, 0.12, -0.12], [-0.16, 0.47, -0.36], [-0.13, -0.19, 0.02], [0.29, 0.25, -0.02], [-0.15, 0.11, 0.23], [-0.17, 0.34, -0.39], [0.28, -0.19, -0.05], [-0.09, 0.11, 0.37], [-0.44, 0.03, -0.04], [0.13, 0.31, 0.06], [0.14, -0.30, 0.13], [-0.16, -0.20, -0.38], [-0.23, -0.06, 0.30], [0.37, 0.22, -0.03], [-0.50, 0.16, 0.31], [0.15, -0.35, -0.08], [0.35, 0.25, -0.01], [-0.24, 0.57, 0.23], [0.30, 0.07, -0.06], [-0.18, 0.15, -0.33], [-0.27, -0.13, 0.17], [-0.20, -0.04, -0.10], [0.13, -0.13, -0.04], [-0.23, 0.30, -0.51], [-0.67, -0.09, -1.82], [-0.60, 0.22, 0.12], [-1.37, 0.13, -0.60], [0.81, 0.24, 0.78], [0.31, 0.28, -1.18], [-0.25, -1.12, -0.24], [1.36, 1.02, 1.30], [0.64, -0.12, -0.03], [1.36, 0.03, 0.22], [-0.16, 0.23, 0.97], [0.30, -0.36, 0.35], [-0.34, 0.19, -0.05], [-0.24, 0.35, 0.95], [0.38, -0.88, -2.04], [-1.26, 1.90, 3.79], [0.35, -0.52, -0.28], [-0.11, -0.19, -0.62], [0.28, 0.09, -0.56]]}